The following is a quantum chemistry calculation of a molecular structure, C19H46N3NaO9 at a distorted geometry, from the Open Molecules 2025 dataset.

Computed properties:
HOMO: -8.284 eV
Gap between HOMO and LUMO: 8.5 eV
E: -1755.23388 Ha
Molar mass: 483.58 g/mol
Energy relative to the best compared isomer or geometry (same formula, charge and spin): 0.0 kcal per mole
LUMO: 0.2 eV

Each line ends with the Löwdin charge.
CARTESIAN COORDINATES (ANGSTROEM)
1 H -4.24917 -0.08922 0.20791  0.0923
2 O 4.68385 0.90442 -0.53138  -0.1891
3 H 1.01496 -0.85386 -2.19921  0.1273
4 H -4.51532 0.50933 -4.07380  0.1239
5 O -0.48690 2.85517 1.28548  -0.0110
6 H 0.91317 -2.57321 -1.85199  0.1278
7 Na -0.26105 0.31933 1.09282  0.3340
8 H 2.37169 2.90446 -3.58928  0.0907
9 H -0.95907 -0.58334 4.04396  0.1079
10 C 0.82684 -1.57813 -1.39655  -0.1952
11 C 1.54928 -3.13440 5.75573  -0.1238
12 O -0.36237 1.63771 3.12609  -0.0830
13 C -2.99748 -0.55470 -5.89566  -0.1222
14 H -3.68284 1.76470 -4.96988  0.1241
15 O -2.62299 -0.00825 -4.66342  -0.1932
16 H -4.06656 0.97095 1.68807  0.1041
17 O -2.48841 -0.34445 1.23088  -0.2319
18 H -1.22292 1.39585 -3.38747  0.1021
19 H -1.67285 -2.91889 1.20324  0.1162
20 C -1.58053 -1.71345 -1.60305  -0.0708
21 C 3.07255 0.21627 1.07196  -0.1728
22 H 4.54762 -1.03336 0.14027  0.1126
23 C 2.39629 2.31414 -2.66822  -0.1131
24 H -1.13470 1.53550 -1.00768  0.0991
25 H 2.76697 -1.72708 -0.85363  0.1137
26 H 2.88294 -0.39793 1.95356  0.1027
27 C 1.86736 -1.40027 -0.30260  -0.1769
28 H -1.72127 3.12438 -1.07801  0.1235
29 O -0.44777 -1.37775 -0.83593  -0.2098
30 H 1.61512 -0.81808 3.49657  0.1002
31 H 0.48853 -3.28222 5.99343  0.0792
32 H 1.15461 -0.59992 5.20230  0.1326
33 H 2.08202 -4.08100 5.78758  0.0868
34 H 6.34972 -0.19338 -1.14875  0.0876
35 H 3.04114 1.46182 -2.88594  0.0829
36 O 1.77190 -2.47092 4.54637  -0.1971
37 C -0.36083 -1.48498 3.89859  -0.2023
38 C -1.16628 2.40867 -1.68703  -0.2046
39 N 2.04490 0.02502 0.04176  -0.0274
40 H -1.55698 -2.75839 -1.92559  0.0976
41 H -1.15316 3.10590 4.15517  0.1014
42 O -1.20804 3.65759 3.34883  0.0611
43 H -0.82841 -2.23803 4.55466  0.1127
44 H 0.20107 -2.65231 2.37642  0.1117
45 C -3.57268 0.48637 0.84528  -0.0666
46 H 2.85855 2.87462 -1.85330  0.0953
47 O 1.11434 1.83385 -2.33629  -0.1998
48 H -3.81979 -1.84437 1.70562  0.1288
49 H 6.72991 1.17503 -0.20239  0.0881
50 H -2.18418 -1.12777 -6.33849  0.0869
51 H -3.25177 0.20917 -6.63936  0.0878
52 H -2.42895 -1.60324 -0.92564  0.0778
53 H 1.84061 -2.06062 0.56054  0.1221
54 H -3.18528 1.29198 0.22255  0.0764
55 H -2.12188 -3.15101 2.96855  0.1210
56 H 2.39251 0.51816 -0.77272  0.0824
57 C -2.89386 -1.38576 2.07596  -0.2161
58 C -3.53144 0.97799 -4.22382  -0.2371
59 H 3.05060 1.22975 1.48311  0.1311
60 H 0.22986 3.68306 -2.63023  0.1279
61 H 1.92978 -2.51194 6.58121  0.0887
62 H -3.86562 -1.21861 -5.82072  0.0878
63 C 6.02524 0.83900 -0.97106  -0.1072
64 H -3.87992 2.36996 -2.73607  0.1252
65 H 0.56899 3.26857 -0.92167  0.1157
66 H 6.13848 1.43016 -1.87424  0.0881
67 H -3.11390 -1.00781 3.08431  0.1298
68 C 1.06658 -1.25022 4.33112  -0.1835
69 H -1.77041 -1.02230 -2.42583  0.0770
70 C 0.26864 2.86822 -1.89692  -0.2208
71 H 5.25331 -0.01789 1.30461  0.1275
72 C -3.13392 1.58139 -2.88698  -0.2237
73 C -0.64684 2.71530 2.51135  -0.7676
74 C -1.81417 -2.45451 2.17977  -0.1686
75 N -1.79525 2.13231 -2.97755  -0.0261
76 C 4.47689 -0.00724 0.53143  -0.2319
77 H -3.34897 0.84636 -2.09968  0.0961
78 N -0.48210 -1.91170 2.50099  -0.0440